1.
Here is a molecular structure, C21H46BrMnNO3SbSi4 from the Open Molecules 2025 dataset. Energies are from ωB97M-V/def2-TZVPD.

Cartesian coordinates (Å):
Mn (0.688, -0.452, 0.298)
O (-1.027, -3.774, 1.157)
N (-0.484, -2.716, 0.904)
O (0.546, -2.655, 0.170)
O (-0.903, -1.618, 1.350)
Br (1.225, 1.202, -6.360)
C (1.045, 0.743, -4.514)
C (0.837, -0.577, -4.159)
C (0.698, -0.888, -2.809)
C (0.750, 0.071, -1.785)
C (0.983, 1.380, -2.218)
C (1.126, 1.737, -3.556)
H (0.788, -1.345, -4.921)
H (0.556, -1.935, -2.551)
H (1.066, 2.175, -1.482)
H (1.300, 2.765, -3.847)
C (-5.169, -2.458, -0.270)
C (-4.207, -3.506, -0.820)
Sb (-2.477, -2.580, -1.722)
C (-3.448, -1.981, -3.568)
C (-4.493, -2.883, -4.212)
C (-1.503, -4.419, -2.305)
C (-2.327, -5.533, -2.941)
H (-6.046, -2.911, 0.200)
H (-5.533, -1.795, -1.061)
H (-4.681, -1.831, 0.478)
H (-4.707, -4.142, -1.554)
H (-3.831, -4.151, -0.024)
H (-2.641, -1.747, -4.267)
H (-3.901, -1.019, -3.315)
H (-4.057, -3.800, -4.608)
H (-4.989, -2.376, -5.045)
H (-5.271, -3.173, -3.504)
H (-1.063, -4.763, -1.366)
H (-0.670, -4.135, -2.953)
H (-3.195, -5.792, -2.332)
H (-1.731, -6.443, -3.056)
H (-2.690, -5.260, -3.932)
C (1.867, 2.627, 4.821)
Si (0.757, 1.450, 3.835)
C (1.363, -0.310, 4.205)
C (-0.961, 1.607, 4.608)
Si (0.585, 1.748, 1.515)
Si (0.619, 4.065, 1.201)
C (0.626, 4.637, -0.595)
C (2.034, 5.009, 2.029)
C (-0.981, 4.711, 1.968)
Si (3.157, 0.094, 0.747)
C (3.922, 1.411, 1.889)
C (4.030, 0.371, -0.901)
C (3.829, -1.538, 1.438)
H (2.012, 2.238, 5.833)
H (1.416, 3.619, 4.907)
H (2.847, 2.751, 4.358)
H (0.668, -0.823, 4.874)
H (2.348, -0.295, 4.678)
H (1.443, -0.915, 3.299)
H (-0.901, 1.428, 5.685)
H (-1.647, 0.876, 4.174)
H (-1.392, 2.598, 4.451)
H (1.600, 4.475, -1.063)
H (0.408, 5.708, -0.626)
H (-0.119, 4.118, -1.201)
H (3.000, 4.534, 1.846)
H (1.901, 5.064, 3.111)
H (2.077, 6.029, 1.636)
H (-1.863, 4.263, 1.507)
H (-1.027, 5.794, 1.824)
H (-1.029, 4.505, 3.039)
H (3.658, 2.421, 1.565)
H (5.015, 1.328, 1.885)
H (3.581, 1.296, 2.919)
H (3.789, 1.347, -1.324)
H (3.754, -0.375, -1.648)
H (5.110, 0.317, -0.726)
H (3.593, -1.649, 2.497)
H (4.918, -1.532, 1.321)
H (3.431, -2.413, 0.919)

Values from the calculation:
**LUMO energy (spin up / spin down)**: 2.30 / 1.99 eV
**Relative energy (zero: lowest compared OMol25 entry of this formula, charge and spin)**: 51.7 kcal/mol
**Net charge**: -1
**2S+1**: 6

---

2.
Here is 3 unconnected molecules or ions with the total composition C21H46F8N6O7P2S from the Open Molecules 2025 dataset. Energies are from ωB97M-V/def2-TZVPD.

Cartesian coordinates (Å):
O (4.828, 3.606, -2.745)
S (5.154, 4.036, -4.136)
O (4.026, 4.813, -4.744)
O (6.663, 4.816, -4.084)
C (7.646, 3.737, -4.151)
C (6.910, 2.378, -4.612)
C (7.749, 1.294, -5.440)
C (7.182, -0.156, -5.025)
O (5.763, -0.089, -5.242)
C (5.125, -1.358, -5.061)
C (3.565, -1.183, -5.389)
F (3.071, -2.511, -5.540)
F (3.489, -0.599, -6.659)
C (2.753, -0.414, -4.255)
F (2.780, -1.288, -3.127)
F (3.415, 0.747, -3.801)
C (1.212, -0.171, -4.568)
F (0.598, 0.112, -3.313)
F (0.549, -1.291, -5.073)
C (0.880, 1.071, -5.510)
F (1.993, 1.740, -6.025)
F (0.043, 0.599, -6.550)
O (5.667, 2.862, -5.222)
H (8.465, 3.872, -4.930)
H (8.071, 3.453, -3.126)
H (6.549, 1.870, -3.660)
H (8.866, 1.394, -5.274)
H (7.450, 1.456, -6.536)
H (7.650, -1.004, -5.614)
H (7.383, -0.246, -3.901)
H (5.521, -2.051, -5.883)
H (5.323, -1.862, -4.066)
H (0.259, 1.833, -4.935)
O (1.912, -3.197, 2.263)
P (0.926, -2.856, 1.129)
N (0.522, -1.310, 1.773)
C (-0.775, -0.647, 1.735)
C (1.554, -0.303, 1.522)
N (-0.206, -4.087, 1.664)
C (-1.279, -3.788, 2.605)
C (0.442, -5.314, 2.158)
N (-0.119, -2.517, -0.280)
C (-1.421, -3.104, -0.565)
C (0.716, -2.673, -1.492)
H (-1.017, -0.252, 0.740)
H (-0.790, 0.193, 2.435)
H (-1.589, -1.287, 2.055)
H (1.551, 0.008, 0.469)
H (2.547, -0.701, 1.755)
H (1.417, 0.581, 2.149)
H (-0.918, -3.238, 3.483)
H (-1.759, -4.702, 2.968)
H (-2.094, -3.232, 2.149)
H (0.786, -5.204, 3.195)
H (1.303, -5.585, 1.543)
H (-0.253, -6.158, 2.126)
H (-1.414, -4.197, -0.559)
H (-1.769, -2.790, -1.556)
H (-2.185, -2.730, 0.115)
H (0.958, -3.728, -1.667)
H (1.657, -2.126, -1.374)
H (0.225, -2.269, -2.380)
O (-3.676, 0.515, 3.150)
P (-4.425, 1.400, 4.163)
N (-5.128, 0.067, 4.999)
C (-6.451, -0.001, 5.603)
C (-4.183, -0.601, 5.896)
N (-5.505, 2.011, 2.920)
C (-6.781, 1.370, 2.627)
C (-4.847, 2.229, 1.619)
N (-5.174, 2.510, 5.348)
C (-6.311, 3.391, 5.122)
C (-4.087, 3.326, 5.933)
H (-6.516, 0.568, 6.540)
H (-6.706, -1.040, 5.830)
H (-7.238, 0.340, 4.941)
H (-3.994, 0.007, 6.791)
H (-3.226, -0.770, 5.393)
H (-4.549, -1.581, 6.210)
H (-6.680, 0.284, 2.501)
H (-7.225, 1.763, 1.708)
H (-7.535, 1.569, 3.384)
H (-4.748, 1.295, 1.051)
H (-3.850, 2.657, 1.744)
H (-5.423, 2.931, 1.009)
H (-6.185, 4.049, 4.259)
H (-6.471, 4.034, 5.996)
H (-7.240, 2.830, 5.033)
H (-3.697, 4.044, 5.201)
H (-3.257, 2.682, 6.248)
H (-4.418, 3.870, 6.821)

Values from the calculation:
**LUMO energy**: -1.09 eV

---

3.
Here is 6 unconnected molecules or ions with the total composition C21H46N3O5S from the Open Molecules 2025 dataset. Energies are from ωB97M-V/def2-TZVPD.

Cartesian coordinates (Å):
C (1.205, 0.870, 1.137)
C (0.999, 0.051, -0.145)
C (0.016, -1.110, 0.028)
N (0.423, -2.415, -0.570)
C (1.234, -3.252, 0.054)
N (1.066, -4.562, -0.046)
N (2.311, -2.726, 0.762)
S (2.557, -3.519, 2.282)
C (3.510, -2.481, -0.130)
C (4.819, -2.366, 0.620)
H (2.256, 1.122, 1.278)
H (0.870, 0.329, 2.024)
H (0.649, 1.805, 1.126)
H (0.634, 0.694, -0.946)
H (1.955, -0.349, -0.473)
H (-0.208, -1.282, 1.082)
H (-0.923, -0.904, -0.475)
H (-0.373, -2.884, -0.990)
H (1.789, -5.199, 0.247)
H (0.200, -4.969, -0.364)
H (2.435, -2.411, 3.021)
H (3.564, -3.284, -0.871)
H (3.312, -1.559, -0.672)
H (5.248, -3.332, 0.872)
H (5.528, -1.848, -0.027)
H (4.711, -1.780, 1.531)
C (-3.779, 0.933, -1.461)
C (-3.346, -0.357, -2.092)
O (-2.946, -1.299, -1.434)
C (-3.446, -0.431, -3.594)
H (-3.669, 0.885, -0.380)
H (-3.190, 1.759, -1.863)
H (-4.815, 1.147, -1.727)
H (-2.840, 0.357, -4.045)
H (-4.476, -0.246, -3.900)
H (-3.119, -1.405, -3.949)
C (3.316, -9.179, 3.718)
C (2.313, -8.601, 2.756)
O (1.652, -9.285, 2.015)
C (2.165, -7.092, 2.745)
H (3.332, -10.262, 3.629)
H (4.310, -8.777, 3.511)
H (3.061, -8.897, 4.742)
H (3.112, -6.620, 2.475)
H (1.883, -6.718, 3.731)
H (1.387, -6.831, 2.029)
C (1.648, 3.859, 4.412)
C (0.622, 4.319, 3.404)
O (-0.081, 3.527, 2.814)
C (0.536, 5.801, 3.169)
H (1.627, 2.775, 4.499)
H (2.643, 4.191, 4.108)
H (1.446, 4.310, 5.385)
H (1.496, 6.170, 2.804)
H (0.317, 6.319, 4.104)
H (-0.234, 6.023, 2.435)
C (-6.276, 3.260, -5.676)
C (-6.606, 2.735, -4.302)
O (-5.744, 2.519, -3.479)
C (-8.064, 2.498, -4.003)
H (-5.202, 3.394, -5.776)
H (-6.637, 2.566, -6.437)
H (-6.784, 4.211, -5.843)
H (-8.480, 1.781, -4.713)
H (-8.624, 3.428, -4.122)
H (-8.184, 2.125, -2.989)
C (1.092, 5.788, -1.463)
C (2.040, 5.730, -0.292)
O (2.129, 6.637, 0.501)
C (2.864, 4.471, -0.152)
H (0.554, 6.732, -1.459)
H (1.644, 5.682, -2.399)
H (0.382, 4.959, -1.408)
H (3.475, 4.321, -1.044)
H (2.203, 3.606, -0.057)
H (3.506, 4.543, 0.723)

Values from the calculation:
**LUMO energy**: -2.82 eV
**Net charge**: +1